15
Properties=species:S:1:pos:R:3:lowdin_charge:R:1 method="wB97M-V/def2-TZVPD" total_charge=0 max_force_ev_per_a=0.779 relative_energy_kcal_mol=52.46 homo_lumo_gap_ev=9.74 energy_ev=-9407.557
C 1.54 0.24 -1.07 -0.006
C 0.80 -0.57 -0.03 -0.497
O 1.09 -1.75 0.18 0.025
C -0.18 0.07 0.87 -0.353
O -0.41 -0.53 2.08 0.059
C -1.23 -0.24 -0.39 -0.024
C -1.28 0.97 0.46 -0.067
H 1.58 -0.24 -2.05 0.092
H 1.18 1.27 -1.16 0.084
H 2.57 0.27 -0.68 0.095
H 0.30 -1.17 2.23 0.116
H -1.80 -1.13 -0.18 0.125
H -0.99 -0.08 -1.44 0.115
H -1.07 1.94 0.01 0.113
H -2.10 0.97 1.18 0.124


63
Properties=species:S:1:pos:R:3:lowdin_charge:R:1 method="wB97M-V/def2-TZVPD" total_charge=-3 max_force_ev_per_a=5.688 relative_energy_kcal_mol=71.65 homo_lumo_gap_ev=1.90 energy_ev=-67455.060
Pb 25.53 3.04 11.87 0.654
C 29.39 7.78 18.79 -0.030
C 28.36 6.64 18.62 -0.304
C 27.53 6.91 17.35 -0.163
O 26.66 5.82 16.93 -0.161
C 25.50 5.58 17.70 -0.088
N 29.04 5.30 18.41 0.243
H 29.71 5.22 17.66 0.183
H 29.67 5.07 19.17 0.164
H 28.42 4.53 18.24 0.175
H 29.90 7.56 19.72 0.078
H 28.84 8.69 19.01 0.090
H 30.09 7.90 17.96 0.103
H 27.73 6.45 19.49 0.146
H 28.18 7.14 16.51 0.147
H 27.08 7.88 17.57 0.128
H 24.96 4.73 17.28 0.108
H 24.83 6.44 17.63 0.088
H 25.72 5.38 18.75 0.076
C 27.01 -0.66 7.68 -0.381
O 27.45 -0.52 9.01 -0.339
H 27.51 0.03 6.99 0.035
H 26.85 -1.67 7.32 0.031
H 26.02 -0.20 7.69 0.037
C 18.04 4.09 8.67 -0.068
C 19.53 3.62 8.52 -0.513
C 19.52 3.31 6.98 -0.205
C 19.62 4.45 6.07 -0.242
C 20.87 5.26 6.45 -0.137
C 20.88 5.66 7.99 -0.479
N 20.68 4.45 8.84 -0.211
O 20.76 4.76 10.21 -0.330
C 20.03 6.93 8.20 -0.052
C 22.32 6.11 8.18 -0.092
C 19.63 2.33 9.33 -0.059
H 17.83 5.04 8.18 0.049
H 17.85 4.18 9.73 0.064
H 17.30 3.38 8.30 0.062
H 18.64 2.85 6.56 0.101
H 20.34 2.62 6.76 0.118
H 18.75 5.09 6.05 0.103
H 19.69 3.99 5.08 0.102
H 20.62 6.16 5.88 0.085
H 21.78 4.79 6.08 0.112
H 19.02 6.77 8.56 0.055
H 19.87 7.42 7.23 0.055
H 20.46 7.72 8.81 0.065
H 22.56 6.50 9.16 0.067
H 22.64 6.78 7.38 0.072
H 23.03 5.28 8.15 0.077
H 19.02 1.62 8.77 0.064
H 19.31 2.44 10.36 0.070
H 20.64 1.91 9.24 0.081
S 27.41 -0.22 15.87 0.014
O 28.20 0.74 15.19 -0.341
O 27.93 -1.47 15.39 -0.355
O 27.49 0.03 17.27 -0.442
O 26.04 -0.07 15.40 -0.409
S 31.68 4.94 11.69 0.103
O 32.11 5.64 12.89 -0.403
O 32.07 3.57 11.84 -0.380
O 30.22 5.03 11.45 -0.434
O 32.49 5.73 10.77 -0.387


77
Properties=species:S:1:pos:R:3:lowdin_charge:R:1 method="wB97M-V/def2-TZVPD" total_charge=+1 max_force_ev_per_a=2.426 relative_energy_kcal_mol=8.04 homo_lumo_gap_ev="5.24 / 5.24" energy_ev=-67165.253
Zr -0.54 0.47 0.13 1.779
O 3.81 0.66 -3.25 0.081
C 2.83 1.22 -3.96 -0.264
C 3.10 1.51 -5.30 0.001
C 2.13 2.07 -6.11 -0.054
C 0.86 2.37 -5.59 -0.074
C 0.59 2.10 -4.28 -0.028
C 1.55 1.51 -3.44 -0.102
C 1.18 1.20 -2.07 -0.405
O -0.04 1.35 -1.68 -0.205
N 2.14 0.82 -1.22 0.077
N 1.64 0.76 0.04 -0.123
C 2.40 0.77 1.07 -0.021
C 1.74 0.91 2.37 -0.251
C 2.45 1.01 3.55 0.015
C 1.75 1.19 4.74 -0.021
C 0.37 1.27 4.70 -0.022
C -0.27 1.18 3.47 -0.102
N 0.39 1.01 2.33 0.019
H 3.51 0.55 -2.33 0.068
H 4.08 1.28 -5.68 0.125
H 2.35 2.28 -7.14 0.113
H 0.11 2.82 -6.23 0.106
H -0.38 2.33 -3.85 0.118
H 3.48 0.76 0.99 0.149
H 3.53 0.96 3.54 0.127
H 2.28 1.27 5.68 0.123
H -0.20 1.41 5.60 0.119
H -1.34 1.24 3.40 0.121
C 2.40 -3.14 3.45 -0.082
C 2.50 -2.88 2.09 -0.068
C 1.45 -2.29 1.41 -0.049
C 0.27 -1.96 2.07 -0.297
C 0.17 -2.23 3.45 -0.043
C 1.23 -2.82 4.12 -0.072
N -0.76 -1.28 1.38 -0.089
C -2.06 -1.58 1.64 -0.246
C -2.52 -2.85 2.05 -0.014
C -3.86 -3.08 2.19 -0.035
C -4.82 -2.07 1.97 -0.065
C -4.42 -0.83 1.55 0.001
C -3.05 -0.57 1.36 -0.238
N -2.52 0.58 0.89 -0.135
N -3.23 1.61 0.59 0.131
C -2.46 2.71 0.28 -0.311
C -3.07 3.89 -0.15 0.023
C -2.28 5.00 -0.38 -0.022
C -0.90 4.92 -0.17 -0.027
C -0.37 3.72 0.23 -0.104
N -1.12 2.63 0.44 -0.024
H 3.22 -3.61 3.99 0.107
H 3.40 -3.15 1.56 0.112
H 1.51 -2.13 0.34 0.092
H -0.73 -1.95 3.98 0.118
H 1.13 -3.02 5.18 0.110
H -1.80 -3.64 2.21 0.123
H -4.20 -4.08 2.45 0.117
H -5.87 -2.29 2.11 0.111
H -5.13 -0.04 1.34 0.116
H -4.14 3.90 -0.28 0.124
H -2.73 5.93 -0.71 0.122
H -0.26 5.78 -0.30 0.117
H 0.69 3.60 0.39 0.124
Cl 2.63 -4.24 -3.45 0.688
C 1.34 -3.24 -2.88 -0.669
C 1.00 -2.08 -3.55 -0.085
C -0.04 -1.29 -3.08 -0.047
C -0.75 -1.62 -1.92 -0.323
C -1.83 -0.77 -1.40 -0.176
C -0.40 -2.83 -1.29 -0.060
C 0.62 -3.63 -1.75 -0.108
H 1.52 -1.81 -4.46 0.115
H -0.33 -0.43 -3.65 0.111
H -2.63 -1.35 -0.93 0.065
H -2.23 -0.07 -2.13 0.072
H -0.99 -3.17 -0.44 0.108
H 0.87 -4.56 -1.25 0.112


89
Properties=species:S:1:pos:R:3:mulliken_spin:R:1 method="wB97M-V/def2-TZVPD" multiplicity=3 s_squared=2.02 total_charge=0 max_force_ev_per_a=1.092 relative_energy_kcal_mol=21.73 homo_lumo_gap_ev="6.34 / 6.43" energy_ev=-229577.748
W 0.14 -0.81 0.25 1.702
O -2.26 5.30 3.06 0.001
C -2.82 4.21 3.22 0.002
O -3.90 3.89 3.75 0.001
C -2.03 3.01 2.66 0.008
C -0.75 3.16 2.13 -0.005
C -0.08 2.07 1.62 0.009
N -0.63 0.84 1.60 0.053
C -1.85 0.68 2.16 -0.011
C -2.56 1.73 2.69 -0.009
C -2.30 -0.72 2.22 0.057
C -3.41 -1.11 2.95 -0.017
C -3.69 -2.46 3.07 0.014
C -2.83 -3.37 2.49 -0.009
C -1.76 -2.91 1.76 -0.031
N -1.51 -1.60 1.58 -0.065
C 1.33 2.18 1.18 0.018
C 1.92 3.40 0.85 0.002
C 3.27 3.41 0.56 0.003
C 4.00 2.23 0.63 0.006
C 3.32 1.07 0.93 0.008
N 2.02 1.04 1.18 0.047
H -0.32 4.15 2.16 0.001
H -3.54 1.62 3.15 0.000
H -4.02 -0.37 3.44 0.000
H -4.55 -2.79 3.64 0.000
H -2.96 -4.44 2.60 0.001
H -1.05 -3.58 1.31 0.069
H 1.33 4.31 0.81 0.001
H 3.76 4.34 0.29 0.000
H 5.06 2.22 0.44 0.000
H 3.83 0.11 0.98 -0.002
Cl -0.78 3.23 -2.58 0.001
C 0.58 2.20 -2.76 0.014
C 1.53 2.46 -3.76 -0.009
C 2.64 1.67 -3.91 0.012
Cl 3.81 2.04 -5.15 0.001
C 2.86 0.56 -3.06 -0.010
C 3.99 -0.28 -3.06 0.017
C 4.09 -1.27 -2.12 -0.012
C 3.06 -1.44 -1.17 0.036
N 1.97 -0.70 -1.17 -0.050
C 1.89 0.31 -2.09 0.035
C 0.75 1.12 -1.92 -0.015
O -0.05 0.81 -0.92 0.061
H 1.38 3.31 -4.42 0.000
H 4.77 -0.13 -3.80 0.001
H 4.95 -1.92 -2.08 0.001
H 3.13 -2.18 -0.40 0.000
O 2.77 -6.71 0.90 0.000
C 2.51 -5.94 -0.27 0.006
C 1.49 -4.86 0.10 -0.013
C 0.24 -5.61 0.63 0.004
O 0.13 -5.68 2.04 0.000
C 2.20 -3.97 1.13 0.035
Se 1.64 -2.16 1.74 -0.035
C 1.15 -4.13 -1.21 0.032
Se -0.34 -2.86 -1.18 -0.009
H 3.46 -7.35 0.72 0.000
H 2.09 -6.58 -1.05 0.000
H 3.44 -5.49 -0.65 0.000
H 0.24 -6.62 0.20 -0.001
H -0.66 -5.12 0.27 -0.002
H 0.84 -6.26 2.35 0.000
H 3.23 -3.85 0.80 -0.001
H 2.25 -4.50 2.08 0.004
H 0.81 -4.87 -1.94 0.002
H 2.04 -3.67 -1.63 -0.007
S -5.85 0.78 -3.99 0.000
C -4.55 0.22 -2.91 -0.001
C -4.78 0.08 -1.54 0.003
C -3.72 -0.30 -0.74 0.008
N -2.49 -0.54 -1.20 0.027
C -2.30 -0.44 -2.51 0.017
C -3.29 -0.07 -3.40 -0.005
C -5.40 2.50 -4.04 0.000
C -4.73 3.02 -5.14 0.000
C -4.39 4.37 -5.13 0.000
N -4.66 5.19 -4.13 0.000
C -5.30 4.68 -3.08 0.000
C -5.70 3.36 -2.99 0.000
H -5.75 0.29 -1.11 0.000
H -3.87 -0.39 0.33 -0.001
H -1.29 -0.65 -2.87 -0.002
H -3.08 0.01 -4.46 0.000
H -4.48 2.39 -5.98 0.000
H -3.87 4.80 -5.98 0.000
H -5.51 5.37 -2.27 0.000
H -6.23 3.00 -2.11 0.000


74
Properties=species:S:1:pos:R:3:lowdin_charge:R:1 method="wB97M-V/def2-TZVPD" total_charge=+1 max_force_ev_per_a=3.075 relative_energy_kcal_mol=31.26 homo_lumo_gap_ev=5.54 energy_ev=-52959.501
Sr -1.47 -2.38 -1.54 1.787
F 2.87 2.65 1.23 0.062
C 1.52 2.66 1.16 -0.187
C 0.89 1.59 0.59 0.096
C -0.50 1.53 0.53 -0.037
C -1.14 0.35 -0.05 -0.285
O -0.47 -0.56 -0.57 -0.076
C -2.58 0.33 0.04 -0.021
C -3.25 1.39 0.52 0.054
N -2.63 2.53 0.98 -0.003
C -3.44 3.63 1.43 -0.270
C -4.61 4.06 0.60 -0.080
C -3.40 4.93 0.69 -0.100
C -1.26 2.59 1.04 -0.117
C -0.59 3.69 1.61 0.055
C 0.79 3.73 1.70 -0.137
N 1.38 4.87 2.32 -0.105
C 0.91 5.27 3.63 -0.123
C 0.81 6.80 3.65 -0.073
N 1.78 7.32 2.63 0.051
C 3.07 6.57 2.71 -0.073
C 2.81 5.14 2.19 -0.128
C -3.10 -0.96 -0.59 -0.775
O -3.02 -1.99 0.10 -0.090
O -3.28 -0.90 -1.82 -0.062
H 1.46 0.76 0.19 0.148
H -4.33 1.40 0.57 0.153
H -3.56 3.67 2.51 0.154
H -5.51 4.36 1.12 0.111
H -4.79 3.55 -0.33 0.114
H -3.45 5.85 1.26 0.101
H -2.76 4.98 -0.19 0.114
H -1.18 4.52 1.97 0.108
H 1.60 4.92 4.41 0.138
H -0.06 4.83 3.85 0.128
H 1.08 7.21 4.63 0.138
H -0.18 7.15 3.38 0.136
H 1.91 8.32 2.73 0.188
H 1.38 7.12 1.72 0.185
H 3.40 6.58 3.74 0.137
H 3.82 7.08 2.10 0.139
H 3.44 4.44 2.74 0.135
H 3.09 5.07 1.14 0.136
C 3.13 -7.04 1.10 -0.079
O 3.66 -6.64 -0.15 -0.066
C 2.99 -5.71 -0.85 -0.288
C 3.57 -5.35 -2.09 -0.019
C 2.96 -4.42 -2.87 -0.034
C 1.74 -3.80 -2.51 -0.090
C 1.09 -2.85 -3.38 -0.363
C 1.74 -2.37 -4.66 0.003
O -0.04 -2.37 -3.15 -0.188
C 1.13 -4.17 -1.25 -0.345
O 0.03 -3.69 -0.83 -0.282
C 1.82 -5.13 -0.45 0.043
H 3.80 -7.79 1.49 0.093
H 2.13 -7.47 0.98 0.095
H 3.07 -6.19 1.79 0.096
H 4.50 -5.83 -2.38 0.115
H 3.43 -4.18 -3.81 0.099
H 2.78 -2.68 -4.79 0.059
H 1.68 -1.28 -4.68 0.090
H 1.15 -2.74 -5.50 0.096
H 1.35 -5.37 0.50 0.110
C -3.17 -6.13 -3.58 0.000
C -2.48 -5.34 -2.50 -0.438
C -1.88 -6.12 -1.37 0.003
O -2.42 -4.13 -2.56 -0.097
H -2.77 -7.14 -3.66 0.086
H -3.11 -5.61 -4.53 0.091
H -4.23 -6.21 -3.30 0.102
H -2.46 -7.02 -1.15 0.091
H -1.78 -5.49 -0.49 0.086
H -0.88 -6.43 -1.67 0.105


12
Properties=species:S:1:pos:R:3:lowdin_charge:R:1 method="wB97M-V/def2-TZVPD" total_charge=0 max_force_ev_per_a=4.801 relative_energy_kcal_mol=54.79 homo_lumo_gap_ev="7.50 / 6.74" energy_ev=-15585.385
C 1.72 1.13 0.40 -0.182
C 0.56 0.77 -0.15 -0.490
C -0.47 -1.24 -0.01 -0.122
C -1.45 -0.31 -0.12 -0.031
C 0.76 -0.69 -0.30 -0.365
C -0.85 1.13 -0.34 -0.115
P 2.56 -0.43 -0.04 0.854
H -0.61 -2.40 0.15 0.147
H -2.52 -0.28 0.02 0.102
H -1.37 1.93 0.39 0.171
H -1.13 1.36 -1.34 0.101
H 2.79 -0.98 1.32 -0.069


19
Properties=species:S:1:pos:R:3:lowdin_charge:R:1 method="wB97M-V/def2-TZVPD" total_charge=0 max_force_ev_per_a=1.009 relative_energy_kcal_mol=74.35 homo_lumo_gap_ev="7.69 / 7.52" energy_ev=-8461.130
C 2.09 0.11 1.53 -0.052
C 1.09 0.25 0.42 -0.374
C 1.49 0.43 -1.00 -0.068
O -0.03 -0.43 0.64 0.008
C -1.10 -0.37 -0.13 -0.373
C -1.36 0.89 -0.87 -0.062
C -2.19 -1.34 0.23 -0.044
H 2.46 -0.92 1.65 0.083
H 1.66 0.43 2.49 0.076
H 2.95 0.75 1.33 0.076
H 1.15 1.34 -1.51 0.069
H 1.07 -0.41 -1.59 0.095
H 2.59 0.40 -1.08 0.081
H -0.93 0.99 -1.87 0.070
H -2.44 1.04 -0.98 0.082
H -0.92 1.72 -0.28 0.096
H -1.83 -2.04 0.98 0.080
H -2.51 -1.92 -0.65 0.079
H -3.08 -0.83 0.63 0.079


29
Properties=species:S:1:pos:R:3:mulliken_spin:R:1 method="wB97M-V/def2-TZVPD" multiplicity=2 s_squared=0.75 total_charge=+1 max_force_ev_per_a=3.394 homo_lumo_gap_ev="9.46 / 7.91" energy_ev=-19879.562
In 32.03 -26.54 -10.88 0.001
C 29.40 -29.52 -7.65 -0.003
C 30.76 -28.90 -7.54 -0.019
O 30.92 -27.79 -8.43 0.896
H 29.18 -29.93 -8.64 0.001
H 28.64 -28.76 -7.48 0.001
H 29.23 -30.32 -6.94 0.000
H 31.56 -29.63 -7.70 0.050
H 30.96 -28.69 -6.49 0.061
C 31.30 -25.01 -6.49 0.008
C 32.41 -24.60 -7.34 0.001
O 32.32 -24.73 -8.58 0.000
C 33.75 -24.16 -6.72 0.000
H 30.52 -24.25 -6.55 0.000
H 31.64 -25.17 -5.47 0.001
H 30.76 -25.88 -6.85 0.000
H 34.32 -25.04 -6.43 0.000
H 33.64 -23.64 -5.76 0.000
H 34.35 -23.51 -7.36 0.000
C 29.94 -30.93 -11.38 0.000
C 29.34 -29.64 -11.66 -0.001
O 29.94 -28.59 -11.39 0.003
C 27.98 -29.71 -12.34 0.001
H 30.98 -30.84 -11.09 0.000
H 29.92 -31.49 -12.31 0.000
H 29.41 -31.41 -10.56 0.000
H 28.03 -30.07 -13.37 0.000
H 27.49 -28.74 -12.47 0.000
H 27.40 -30.43 -11.76 0.000


38
Properties=species:S:1:pos:R:3:lowdin_charge:R:1 method="wB97M-V/def2-TZVPD" total_charge=0 max_force_ev_per_a=4.990 relative_energy_kcal_mol=58.76 homo_lumo_gap_ev=7.18 energy_ev=-26905.025
C 0.70 -0.77 5.41 -0.060
C -0.28 -0.15 4.53 -0.215
C 0.05 0.27 3.18 0.052
C -0.94 0.69 2.34 -0.272
N -0.69 1.04 1.02 0.080
N 0.01 0.20 0.33 0.091
C 0.35 0.48 -0.95 -0.306
C 0.52 1.77 -1.46 -0.039
C 0.98 2.00 -2.70 -0.009
C 1.09 0.85 -3.54 -0.196
C 1.20 -0.44 -2.99 -0.143
C 0.75 -0.62 -1.67 0.032
C 1.46 -1.66 -3.86 -0.130
C 0.93 -1.42 -5.26 -0.112
C 1.45 -0.10 -5.67 -0.456
O 2.34 0.02 -6.48 0.081
N 1.27 1.07 -4.89 0.132
C -2.28 0.61 2.67 -0.273
N -3.20 0.83 1.67 0.099
C -2.61 0.12 3.91 0.038
C -1.62 -0.22 4.81 -0.301
O -2.17 -0.71 5.95 0.071
H 1.70 -0.84 4.97 0.083
H 0.82 -0.12 6.28 0.092
H 0.36 -1.78 5.64 0.089
H 0.99 0.34 2.73 0.096
H 0.58 2.59 -0.74 0.119
H 1.16 3.00 -3.15 0.126
H 0.80 -1.64 -1.28 0.126
H 0.93 -2.49 -3.38 0.119
H 2.58 -1.79 -3.95 0.150
H 1.36 -2.08 -6.10 0.158
H -0.18 -1.33 -5.22 0.143
H 1.71 1.89 -5.25 0.147
H -2.94 1.02 0.68 0.102
H -4.07 0.31 1.66 0.093
H -3.59 0.15 4.19 0.101
H -1.52 -1.04 6.56 0.091


16
Properties=species:S:1:pos:R:3:lowdin_charge:R:1 method="wB97M-V/def2-TZVPD" total_charge=-1 max_force_ev_per_a=4.587 relative_energy_kcal_mol=2.26 homo_lumo_gap_ev=8.52 energy_ev=-14749.682
O 2.80 0.68 0.37 -0.108
N 2.11 0.75 1.43 -0.504
O 2.67 1.22 2.43 -0.075
N 0.83 0.54 1.50 0.057
C 0.25 -0.14 0.47 -0.433
C -1.30 -0.16 0.40 -0.153
C -1.71 -0.79 -0.97 -0.244
N -1.08 -0.10 -2.12 -0.100
N 0.11 0.34 -2.04 -0.062
N 0.64 0.44 -0.83 -0.047
H 0.68 -1.28 0.41 0.174
H -1.67 0.88 0.48 0.119
H -1.67 -0.72 1.18 0.062
H -1.47 -1.89 -0.98 0.105
H -2.81 -0.70 -1.01 0.087
H 1.61 0.93 -0.72 0.123


9
Properties=species:S:1:pos:R:3:lowdin_charge:R:1 method="wB97M-V/def2-TZVPD" total_charge=-2 max_force_ev_per_a=1.238 relative_energy_kcal_mol=85.60 homo_lumo_gap_ev=4.33 energy_ev=-39167.194
C 1.07 1.17 -0.28 -0.805
C 3.15 0.16 0.51 -1.139
C 0.81 -1.25 -0.03 -0.893
N 0.34 0.02 -0.11 -0.146
O 0.04 -2.22 0.04 -0.126
S 0.19 2.57 -0.03 0.203
S 4.64 0.63 -0.02 0.126
S 2.54 -1.44 -0.15 0.694
H -0.68 0.08 0.00 0.088


14
Properties=species:S:1:pos:R:3:lowdin_charge:R:1 method="wB97M-V/def2-TZVPD" total_charge=-2 max_force_ev_per_a=5.798 relative_energy_kcal_mol=36.22 homo_lumo_gap_ev="8.09 / 8.10" energy_ev=-38573.864
C -0.95 0.76 1.79 -0.281
N 0.98 -1.31 1.40 -0.111
O 2.51 -1.36 -0.42 -0.380
O 0.99 0.50 -2.63 -0.375
O 1.22 0.75 0.02 -0.340
O -0.94 -0.83 -3.15 -0.382
O -1.13 0.72 -1.40 -0.317
O -0.84 -0.61 2.05 -0.284
O 0.12 -1.30 -1.10 -0.365
S 1.22 -0.67 0.01 0.417
S -0.25 -0.11 -2.10 0.272
H -2.03 0.96 1.66 0.061
H -0.30 1.13 1.04 -0.004
H -0.59 1.37 2.84 0.088